(1)
{"formula": "C10H14N4O5", "method": "the ωB97M-V functional and the def2-TZVPD basis", "gap_ev": 9.83, "smiles": "N[C@@H](CC(=O)O)C(=O)N[C@@H](Cc1c[nH]cn1)C(=O)O", "relative_energy_kj_mol": 273.47, "lumo_energy_ev": 0.61, "total_charge": 0, "elements": ["N", "C", "C", "C", "O", "O", "C", "O", "N", "C", "C", "C", "C", "N", "C", "N", "C", "O", "O", "H", "H", "H", "H", "H", "H", "H", "H", "H", "H", "H", "H", "H", "H"], "xyz": [[-3.122, -1.950, -0.732], [-2.783, -0.579, -0.790], [-3.874, 0.535, -0.628], [-4.505, 0.473, 0.843], [-4.692, -0.549, 1.421], [-5.013, 1.641, 1.315], [-1.441, -0.438, -0.039], [-1.292, -0.950, 1.030], [-0.379, -0.006, -0.835], [0.896, 0.336, -0.226], [1.972, -0.655, -0.690], [3.301, -0.609, 0.036], [4.534, -0.856, -0.408], [5.391, -0.387, 0.605], [4.592, 0.026, 1.661], [3.329, -0.165, 1.334], [1.247, 1.837, -0.500], [0.835, 2.539, -1.330], [2.071, 2.341, 0.441], [-3.593, -2.334, 0.163], [-3.889, -1.940, -1.345], [-2.532, -0.547, -1.854], [-3.391, 1.548, -0.860], [-4.798, 0.464, -1.321], [-5.093, 1.532, 2.302], [-0.724, 0.676, -1.594], [0.731, 0.315, 0.905], [1.324, -1.479, -0.254], [2.148, -0.812, -1.729], [5.058, -1.369, -1.245], [6.404, -0.296, 0.542], [4.957, 0.051, 2.730], [2.330, 1.609, 1.051]], "lowdin_charge": [0.05, -0.37, -0.02, -0.51, 0.11, 0.07, -0.44, 0.11, 0.09, -0.24, -0.05, -0.31, -0.04, 0.04, -0.16, 0.07, -0.50, 0.15, 0.10, 0.13, 0.05, 0.13, 0.13, 0.15, 0.15, 0.17, 0.17, 0.15, 0.12, 0.13, 0.15, 0.14, 0.08]}

---

(2)
{"formula": "C37H43Cl2F5IN2O5P", "method": "the ωB97M-V functional and the def2-TZVPD basis", "gap_ev": 7.89, "lumo_energy_ev": -0.16, "total_charge": 0, "elements": ["C", "C", "O", "C", "N", "C", "C", "O", "C", "C", "N", "O", "C", "O", "C", "Cl", "I", "C", "C", "C", "C", "F", "P", "O", "Cl", "H", "H", "H", "H", "H", "H", "H", "H", "H", "H", "H", "H", "H", "H", "H", "H", "H", "H", "H", "H", "H", "H", "H", "F", "C", "C", "C", "C", "C", "C", "H", "H", "H", "H", "H", "F", "C", "C", "C", "C", "C", "C", "H", "H", "H", "H", "H", "F", "C", "C", "C", "C", "C", "C", "H", "H", "H", "H", "H", "F", "C", "C", "C", "C", "C", "C", "H", "H", "H", "H", "H"], "xyz": [[9.379, 3.254, -0.671], [9.362, 3.774, -2.095], [8.842, 2.755, -2.939], [8.407, 4.986, -2.168], [7.062, 4.574, -2.537], [6.008, 5.495, -2.097], [5.099, 4.869, -1.065], [4.056, 4.080, -1.619], [4.378, 2.834, -2.205], [5.521, 2.142, -1.546], [5.629, 0.719, -1.875], [4.656, 3.124, -3.601], [3.547, 3.799, -4.008], [3.554, 4.762, -4.774], [2.340, 3.124, -3.328], [1.209, 4.283, -2.641], [1.213, 2.271, -5.055], [3.003, 2.119, -2.321], [2.311, 1.963, -0.969], [0.870, 1.477, -0.990], [-0.033, 2.274, -0.079], [0.810, 0.158, -0.570], [2.812, 0.446, -3.184], [3.137, -0.669, -2.026], [4.366, 0.143, -4.530], [9.769, 3.982, 0.026], [8.346, 3.065, -0.397], [9.905, 2.312, -0.589], [10.355, 4.066, -2.414], [9.558, 2.180, -3.203], [8.370, 5.464, -1.202], [8.817, 5.703, -2.881], [7.005, 4.507, -3.539], [5.382, 5.763, -2.940], [6.411, 6.414, -1.687], [5.670, 4.354, -0.300], [4.594, 5.680, -0.555], [5.359, 2.241, -0.477], [6.447, 2.653, -1.761], [6.490, 0.568, -2.379], [5.724, 0.195, -1.018], [2.895, 1.250, -0.396], [2.383, 2.913, -0.461], [0.452, 1.534, -1.987], [-0.883, 1.655, 0.161], [-0.411, 3.165, -0.557], [0.463, 2.532, 0.848], [3.736, -1.328, -2.380], [-4.187, -1.259, 3.814], [-3.975, -0.955, 2.514], [-2.686, -0.981, 2.023], [-2.475, -0.676, 0.686], [-3.544, -0.342, -0.133], [-4.831, -0.313, 0.386], [-5.055, -0.628, 1.718], [-1.864, -1.236, 2.679], [-1.472, -0.697, 0.281], [-3.373, -0.098, -1.172], [-5.664, -0.043, -0.248], [-6.051, -0.621, 2.140], [-5.760, -6.411, 0.862], [-4.961, -6.182, 1.926], [-4.510, -7.254, 2.669], [-3.685, -7.014, 3.757], [-3.332, -5.714, 4.092], [-3.802, -4.651, 3.334], [-4.620, -4.881, 2.238], [-4.801, -8.260, 2.396], [-3.319, -7.845, 4.345], [-2.692, -5.530, 4.944], [-3.532, -3.638, 3.595], [-4.989, -4.066, 1.629], [-9.306, -11.995, 1.077], [-8.711, -11.105, 1.896], [-8.268, -9.907, 1.374], [-7.659, -8.992, 2.221], [-7.496, -9.290, 3.567], [-7.948, -10.503, 4.069], [-8.564, -11.420, 3.232], [-8.400, -9.699, 0.321], [-7.312, -8.047, 1.828], [-7.017, -8.576, 4.224], [-7.820, -10.737, 5.117], [-8.929, -12.368, 3.603], [-4.075, 3.066, -1.031], [-3.781, 4.134, -0.266], [-3.515, 3.937, 1.074], [-3.203, 5.036, 1.860], [-3.168, 6.307, 1.302], [-3.441, 6.480, -0.048], [-3.747, 5.386, -0.844], [-3.553, 2.937, 1.487], [-2.987, 4.899, 2.910], [-2.926, 7.161, 1.920], [-3.416, 7.469, -0.483], [-3.956, 5.497, -1.900]], "lowdin_charge": [-0.05, -0.41, -0.04, -0.17, -0.06, -0.16, -0.15, -0.08, -0.44, -0.16, 0.01, 0.04, -0.57, 0.09, -1.01, 0.70, 0.88, -0.50, -0.14, -0.41, -0.03, -0.03, 0.55, -0.34, 0.27, 0.08, 0.07, 0.08, 0.13, 0.09, 0.11, 0.12, 0.12, 0.12, 0.12, 0.12, 0.13, 0.13, 0.09, 0.07, 0.08, 0.13, 0.11, 0.10, 0.06, 0.06, 0.09, 0.03, 0.04, -0.30, -0.02, -0.08, -0.09, -0.08, -0.02, 0.12, 0.09, 0.11, 0.11, 0.12, 0.05, -0.28, -0.03, -0.08, -0.09, -0.07, -0.01, 0.11, 0.10, 0.10, 0.09, 0.12, 0.06, -0.29, -0.01, -0.08, -0.10, -0.08, -0.02, 0.12, 0.09, 0.10, 0.10, 0.12, 0.05, -0.29, -0.02, -0.08, -0.10, -0.08, -0.02, 0.11, 0.10, 0.10, 0.10, 0.12]}

---

(3)
{"formula": "C6H17N2", "method": "the ωB97M-V functional and the def2-TZVPD basis", "gap_ev": 5.06, "relative_energy_kj_mol": 478.13, "lumo_energy_ev": -7.85, "total_charge": 1, "elements": ["N", "C", "C", "N", "C", "C", "C", "C", "H", "H", "H", "H", "H", "H", "H", "H", "H", "H", "H", "H", "H", "H", "H", "H", "H"], "xyz": [[1.280, -0.943, 0.148], [2.633, -0.452, 0.222], [2.758, 1.005, -0.258], [-0.814, 0.944, 0.159], [-1.735, 0.620, 1.157], [-1.407, -0.746, 1.858], [-1.266, 0.824, -1.163], [-1.497, -0.587, -1.759], [2.457, 1.109, -1.295], [0.569, -0.271, 0.395], [1.079, -1.628, -0.561], [3.290, -1.046, -0.426], [2.952, -0.556, 1.260], [3.772, 1.374, -0.115], [2.163, 1.682, 0.366], [-2.779, 0.544, 0.831], [-1.663, 1.415, 1.909], [-0.444, -0.773, 2.352], [-2.170, -0.822, 2.625], [-1.524, -1.573, 1.165], [-0.603, 1.344, -1.838], [-2.243, 1.301, -1.249], [-2.104, -1.202, -1.098], [-0.594, -1.114, -2.036], [-2.108, -0.450, -2.647]], "lowdin_charge": [0.07, -0.28, -0.09, 0.16, -0.22, -0.01, -0.22, -0.02, 0.07, 0.01, 0.09, 0.12, 0.11, 0.08, 0.07, 0.13, 0.16, 0.08, 0.10, 0.08, 0.13, 0.15, 0.08, 0.08, 0.10]}

---

(4)
{"formula": "C14H16Cl4I2O6V", "method": "the ωB97M-V functional and the def2-TZVPD basis", "gap_ev": [6.21, 6.63], "relative_energy_kj_mol": 0.61, "lumo_energy_ev": [-0.31, -0.31], "multiplicity": 4, "total_charge": 0, "elements": ["V", "C", "C", "O", "C", "C", "O", "C", "C", "O", "C", "C", "O", "H", "H", "H", "H", "H", "H", "H", "H", "H", "H", "H", "H", "H", "H", "H", "H", "Cl", "C", "C", "Cl", "C", "Cl", "C", "O", "C", "O", "C", "Cl", "I", "I"], "xyz": [[0.045, 0.164, -0.151], [0.035, -2.715, 0.659], [-1.047, -2.203, 1.607], [-1.026, -0.789, 1.505], [-1.798, -0.020, 2.410], [-1.422, 1.433, 2.139], [-1.291, 1.713, 0.744], [-2.482, 1.867, -0.035], [-2.993, 0.550, -0.598], [-1.906, -0.167, -1.187], [-2.185, -1.548, -1.405], [-0.871, -2.285, -1.600], [0.085, -2.002, -0.579], [-0.091, -3.785, 0.474], [1.011, -2.530, 1.104], [-0.804, -2.516, 2.627], [-2.046, -2.579, 1.360], [-1.544, -0.275, 3.443], [-2.865, -0.219, 2.256], [-0.431, 1.630, 2.546], [-2.148, 2.111, 2.593], [-2.213, 2.543, -0.845], [-3.267, 2.333, 0.568], [-3.755, 0.759, -1.354], [-3.442, -0.074, 0.181], [-2.806, -1.670, -2.297], [-2.740, -1.940, -0.547], [-0.394, -1.953, -2.522], [-1.055, -3.361, -1.663], [6.396, 1.584, -2.147], [5.009, 1.196, -1.195], [5.132, 0.953, 0.164], [6.679, 1.039, 0.927], [4.001, 0.632, 0.920], [4.124, 0.303, 2.614], [2.737, 0.558, 0.339], [1.651, 0.241, 1.015], [2.618, 0.818, -1.052], [1.391, 0.727, -1.588], [3.747, 1.119, -1.797], [3.555, 1.387, -3.493], [0.130, 2.576, -2.641], [-1.725, 4.392, -3.499]], "mulliken_spin": [2.91, 0.02, 0.00, 0.00, 0.00, 0.02, 0.01, 0.00, 0.02, -0.03, 0.01, 0.01, -0.01, 0.00, 0.00, 0.00, 0.00, 0.00, 0.00, -0.01, 0.00, 0.00, 0.00, 0.00, 0.00, 0.00, -0.01, -0.01, 0.00, 0.00, 0.01, 0.00, 0.00, 0.00, 0.00, 0.00, -0.01, 0.02, 0.05, 0.00, 0.00, 0.00, 0.00]}

---

| no. | E_tot (a.u.) | F_max (eV/A) |
| --- | --- | --- |
| 1 | -984.6803 | 3.85 |
| 2 | -3980.1578 | 3.45 |
| 3 | -347.9087 | 1.08 |
| 4 | -4374.7141 | 0.23 |